No. 1
Molecular formula: C12H33N3O7PSn
Method: DFT, the ωB97M-V functional and the def2-TZVPD basis

Geometry as XYZ:
```
57
C12H33N3O7PSn (the ωB97M-V functional and the def2-TZVPD basis)
Sn -0.19955 0.24851 1.11641
P -2.10430 -1.86309 2.58328
O -1.83039 -2.06151 1.06320
O -2.86552 -3.01558 3.18323
O -2.85861 -0.48670 2.68915
O -0.69741 -1.48426 3.23144
C -3.59102 4.28375 1.08146
C -3.53187 2.77810 0.92004
C -2.55795 2.41104 -0.21747
O -2.44106 1.02807 -0.45951
C -3.63529 0.39589 -0.87403
N -3.14737 2.17023 2.17697
H -4.15870 4.55778 1.97310
H -4.17343 4.80142 0.31237
H -2.60232 4.73895 1.17314
H -4.48318 2.32512 0.63435
H -1.61727 2.85038 0.14027
H -2.77754 2.93826 -1.15918
H -3.97775 0.83372 -1.81882
H -4.37334 0.30856 -0.07820
H -3.39872 -0.63920 -1.12753
H -3.20229 1.13564 2.22925
H -2.27670 2.46134 2.60209
C 0.69697 -4.02249 -1.87430
C 0.74336 -2.59968 -1.27910
C -0.21743 -1.71094 -2.02891
O -0.02995 -0.31865 -1.83467
C -0.66852 0.44339 -2.83651
N 0.48880 -2.59907 0.14262
H 0.98237 -3.96317 -2.93049
H -0.33230 -4.36110 -1.77932
H 1.49100 -4.62266 -1.43370
H 1.71649 -2.12457 -1.47343
H -1.26644 -1.93719 -1.78187
H -0.20531 -1.94944 -3.10232
H -0.54317 1.50876 -2.64787
H -1.70933 0.12814 -2.91816
H -0.11808 0.30653 -3.77745
H 0.88469 -3.39046 0.63307
H -0.47398 -2.46189 0.55729
C 5.41141 -0.92477 1.32377
C 4.28949 0.06172 1.06339
C 3.22494 -0.47573 0.11501
O 2.32747 0.54203 -0.31494
C 2.87875 1.59603 -1.05413
N 3.67466 0.41360 2.35150
H 6.06288 -0.59884 2.12853
H 5.96335 -1.01713 0.38180
H 5.04931 -1.94401 1.48465
H 4.75901 0.94654 0.63102
H 2.70908 -1.30762 0.60129
H 3.63244 -0.96722 -0.78127
H 3.53517 2.23719 -0.45537
H 2.10383 2.30164 -1.35750
H 3.41410 1.26970 -1.95025
H 2.99283 1.15380 2.18807
H 3.03369 -0.32887 2.63456
```

Computed properties:
- calculated total energy (eV) = -46902.5339
- LUMO energy (hartree) = 0.0723
- orbital gap (eV) = 5.298
- energy relative to the best compared isomer or geometry (same formula, charge and spin) (kcal per mole) = 4.9
- HOMO energy (eV) = -3.3
- net charge = -1
- multiplicity = 1

No. 2
Molecular formula: C6H8O3
Method: DFT, the ωB97M-V functional and the def2-TZVPD basis

Geometry as XYZ:
```
17
C6H8O3 (the ωB97M-V functional and the def2-TZVPD basis)
C -0.41944 1.62093 -0.25434
C -1.90682 -0.52113 -0.04660
C -1.09171 -1.60623 -0.00088
C 0.18566 -0.99011 -0.11568
C 1.66367 -1.03419 -0.33219
C 0.83409 0.99992 0.43300
H -0.31408 2.01935 -1.27631
H -0.68366 2.48609 0.38006
H -2.95845 -0.60526 0.01266
H -1.38471 -2.56921 0.41195
H 0.10549 -0.33402 -0.97097
H 2.28882 -1.42929 0.49667
H 1.98035 -1.57043 -1.29099
H 1.37652 1.74890 1.10812
O -1.67507 0.82897 -0.29799
O 1.87487 0.41903 -0.40106
O 0.29982 -0.06815 1.07768
```

Computed properties:
- calculated total energy (eV) = -12489.4084
- LUMO energy (hartree) = 0.0359
- orbital gap (eV) = 9.856
- energy relative to the best compared isomer or geometry (same formula, charge and spin) (kcal per mole) = 108.5
- HOMO energy (eV) = -8.9
- SMILES = C1=C[C@@H]2CO[C@@H](CO1)O2
- multiplicity = 1

No. 3
Molecular formula: C4H2N2O
Method: DFT, the ωB97M-V functional and the def2-TZVPD basis

Geometry as XYZ:
```
9
C4H2N2O (the ωB97M-V functional and the def2-TZVPD basis)
N -1.43523 0.58513 -0.23272
C -0.80234 -0.56234 0.08769
O -1.29975 -1.66777 0.16113
C 0.63603 -0.52330 0.36786
C 1.80196 -1.02913 0.20646
C 2.57833 0.24925 -0.41983
N 1.94054 0.92507 0.36998
H -0.98114 1.48430 -0.19305
H -2.43841 0.53880 -0.34753
```

Computed properties:
- calculated total energy (eV) = -9201.5892
- LUMO energy (hartree) = -0.0224
- orbital gap (eV) = 9.663
- energy relative to the best compared isomer or geometry (same formula, charge and spin) (kcal per mole) = 118.8
- HOMO energy (eV) = -10.3
- multiplicity = 1

No. 4
Molecular formula: C45H54BrCrN2O4S
Method: DFT, the ωB97M-V functional and the def2-TZVPD basis

Geometry as XYZ:
```
108
C45H54BrCrN2O4S (the ωB97M-V functional and the def2-TZVPD basis)
Cr -1.11790 -0.32891 -0.06821
C 4.72240 -4.75341 0.67299
C 4.48270 -3.86111 -0.55481
C 4.75010 -4.67481 -1.82791
C 5.48880 -2.70751 -0.50711
C 3.03990 -3.38481 -0.53041
C 2.70640 -2.05031 -0.43821
C 1.37060 -1.64271 -0.34791
N 0.83930 -0.39561 -0.21991
C 1.43910 0.82759 -0.19151
C 2.80030 1.14179 -0.12751
C 3.23170 2.45139 -0.18551
C 2.26690 3.46219 -0.28911
C 0.90370 3.23909 -0.29441
C 0.45910 1.89449 -0.22991
O -0.77910 1.52159 -0.20691
C -0.01320 4.45659 -0.34961
C 0.24230 5.31509 0.89889
C -1.50390 4.12069 -0.38281
C 0.30980 5.27189 -1.61121
C 4.70000 2.83299 -0.12041
C 4.92350 3.69739 1.12919
C 5.08290 3.62249 -1.37961
C 5.62290 1.61469 -0.03151
C 0.32610 -2.64361 -0.38401
O -0.88070 -2.20501 -0.30841
C 0.67030 -4.01941 -0.49751
C 2.00610 -4.33971 -0.56691
C -0.43870 -5.05941 -0.49371
C -1.46440 -4.73501 -1.58831
C -1.10360 -5.02971 0.89119
C 0.07360 -6.48071 -0.74041
H 5.74650 -5.11811 0.66749
H 4.05830 -5.61251 0.68009
H 4.55990 -4.19261 1.59039
H 5.77710 -5.03141 -1.82021
H 4.60970 -4.06061 -2.71371
H 4.09650 -5.53871 -1.90291
H 6.49900 -3.10871 -0.52181
H 5.37850 -2.12261 0.40409
H 5.38270 -2.05431 -1.37041
H 3.49070 -1.32031 -0.45371
H 3.51840 0.35429 -0.02241
H 2.61400 4.48019 -0.35361
H 0.06040 4.73699 1.80419
H -0.42560 6.17289 0.89779
H 1.26560 5.67619 0.92499
H -1.81300 3.63249 0.53749
H -1.74280 3.47719 -1.22361
H -2.07620 5.03959 -0.48481
H 1.32510 5.65579 -1.59771
H -0.36760 6.11869 -1.67871
H 0.18980 4.66129 -2.50371
H 4.31870 4.59859 1.10499
H 5.96760 3.99069 1.19749
H 4.66220 3.13929 2.02549
H 4.47860 4.51669 -1.50001
H 4.95830 3.00569 -2.26651
H 6.12420 3.92589 -1.31891
H 5.42690 1.03069 0.86549
H 6.65670 1.94629 0.00929
H 5.51720 0.97639 -0.90591
H 2.28580 -5.37401 -0.66141
H -1.91370 -3.75861 -1.43551
H -2.25660 -5.47951 -1.58191
H -0.98260 -4.74731 -2.56341
H -1.35210 -4.01421 1.18429
H -0.43270 -5.44971 1.63789
H -2.01730 -5.61681 0.88089
H 0.56430 -6.56471 -1.70721
H -0.77300 -7.16441 -0.72771
H 0.75960 -6.79281 0.04349
O -2.04210 -1.52691 5.89749
C -1.86030 -1.22141 4.61409
C -0.85790 -0.36721 4.13329
C -0.77000 -0.11791 2.78699
N -1.58680 -0.65181 1.85329
C -2.53220 -1.48321 2.32949
Br -3.66900 -2.33451 1.09449
C -2.71260 -1.78461 3.66029
H -1.39970 -1.09621 6.47799
H -0.15680 0.09679 4.80899
H -0.00310 0.54239 2.40689
H -3.49920 -2.45441 3.96729
O -3.02370 -0.01011 -0.84161
S -4.51200 -0.14061 -0.94871
C -5.13220 0.77149 0.50039
C -6.40520 0.50989 0.97749
C -6.86650 1.20709 2.08329
C -6.05660 2.14829 2.69889
C -4.76990 2.37389 2.23309
C -4.30090 1.68049 1.12939
C -4.94830 1.12389 -2.17381
C -3.97350 2.00349 -2.60521
C -4.29110 2.95749 -3.55561
C -5.57400 3.01169 -4.07711
C -6.54050 2.11189 -3.65311
C -6.22950 1.15739 -2.69731
H -7.02390 -0.23171 0.49669
H -7.85500 1.00779 2.46999
H -6.42830 2.70619 3.54399
H -4.13330 3.08949 2.73059
H -3.29930 1.83729 0.75129
H -2.97800 1.91699 -2.19411
H -3.53700 3.64959 -3.89361
H -5.82050 3.75219 -4.82391
H -7.53500 2.14719 -4.07521
H -6.97200 0.44549 -2.36521
```

Computed properties:
- calculated total energy (eV) = -168008.0557
- expectation value of S² = 6.05
- LUMO energy (alpha / beta) (hartree) = -0.1118 / -0.1596
- orbital gap (alpha / beta) (eV) = 6.485 / 5.345
- HOMO energy (alpha / beta) (eV) = -9.5 / -9.7
- net charge = +1
- multiplicity = 5

No. 5
Molecular formula: C5H9N2S
Method: DFT, the ωB97M-V functional and the def2-TZVPD basis

Geometry as XYZ:
```
17
C5H9N2S (the ωB97M-V functional and the def2-TZVPD basis)
C 0.82856 -0.70155 0.65377
C -0.43564 -1.48458 0.38998
C -1.06462 0.76951 -1.17852
C -1.11688 1.27664 0.17153
C 1.65519 -0.43976 -0.52948
N 1.21283 -0.30538 1.78604
N -2.02229 1.90336 -0.85086
S -1.85432 -0.45978 0.04916
H -0.21299 -2.31732 -0.39716
H -0.67386 -2.12058 1.23794
H 0.53041 -0.68694 2.47717
H -0.51288 1.80831 0.87213
H 2.15143 0.41731 -0.21834
H 1.19260 -0.28288 -1.64844
H 2.49830 -1.17936 -0.57974
H -1.49708 2.83968 -0.98179
H -2.98003 2.04151 -0.66409
```

Computed properties:
- calculated total energy (eV) = -19133.5020
- LUMO energy (hartree) = -0.1584
- orbital gap (eV) = 9.753
- energy relative to the best compared isomer or geometry (same formula, charge and spin) (kcal per mole) = 143.6
- HOMO energy (eV) = -14.1
- net charge = +1
- multiplicity = 1

No. 6
Molecular formula: C3H6
Method: DFT, the ωB97M-V functional and the def2-TZVPD basis

Geometry as XYZ:
```
9
C3H6 (the ωB97M-V functional and the def2-TZVPD basis)
C -0.19897 0.70143 0.96983
C 0.27773 0.18661 -0.30847
C -0.03556 -0.97572 -0.86564
H -1.31182 0.35008 1.21747
H 0.42517 0.28421 1.82591
H -0.02584 1.84494 1.05087
H 1.07898 0.90036 -0.69165
H -0.94842 -1.57768 -0.40567
H 0.52274 -1.27584 -1.77122
```

Computed properties:
- calculated total energy (eV) = -3206.8563
- LUMO energy (hartree) = 0.0473
- orbital gap (eV) = 10.821
- energy relative to the best compared isomer or geometry (same formula, charge and spin) (kcal per mole) = 13.9
- HOMO energy (eV) = -9.5
- SMILES = C=CC
- multiplicity = 1